P | Molecular formula: C4H13NO
Method: DFT, the ωB97M-V functional and the def2-TZVPD basis

Calculated values
<S²> = 0.754
Total charge = +1
Multiplicity = 2
Orbital gap (spin up / spin down) = 0.4021 / 0.1888 hartree

CARTESIAN COORDINATES (ANGSTROEM)
C: -0.279 -1.645 1.443
C: -1.000 -1.026 0.245
C: -0.037 -0.712 -0.910
C: -0.567 0.355 -1.833
N: -0.857 1.610 -1.082
H: -0.887 -2.289 2.068
H: 0.604 -2.212 1.120
H: 0.123 -0.842 2.064
H: -1.296 -0.027 0.613
H: -1.861 -1.596 -0.104
H: 0.265 -1.626 -1.429
H: 0.880 -0.415 -0.397
H: 0.127 0.732 -2.587
H: -1.467 -0.030 -2.352
H: -0.775 2.416 -1.714
H: -1.857 1.567 -0.847
H: 2.433 1.833 2.457
H: 3.701 1.998 1.672
O: 2.752 1.908 1.574

Q | Molecular formula: C4H13NO
Method: DFT, the ωB97M-V functional and the def2-TZVPD basis

Calculated values
<S²> = 0.754
Total charge = +1
Multiplicity = 2
Orbital gap (spin up / spin down) = 0.4542 / 0.2669 hartree

CARTESIAN COORDINATES (ANGSTROEM)
C: -1.541 -1.046 0.737
C: -1.128 0.219 1.491
C: 0.327 0.552 1.193
N: 0.556 1.053 -0.174
C: 1.932 0.988 -0.636
H: -0.902 -1.828 1.172
H: -2.580 -1.344 0.825
H: -1.259 -1.037 -0.317
H: -1.748 1.062 1.170
H: -1.273 0.171 2.567
H: 0.800 1.312 1.807
H: 0.925 -0.345 1.383
H: -0.049 0.585 -0.840
H: 2.664 1.379 0.067
H: 2.107 -0.058 -0.906
H: 2.041 1.537 -1.567
H: -0.442 -1.152 -3.434
H: -0.157 -0.625 -2.024
O: -0.273 -1.423 -2.515

Least stable = P

P | Molecular formula: C4H16N3O
Method: DFT, the ωB97M-V functional and the def2-TZVPD basis

Calculated values
Total charge = +1
Orbital gap = 0.3372 hartree

CARTESIAN COORDINATES (ANGSTROEM)
N: 1.521 -2.291 -0.041
C: 1.894 -1.201 -1.158
C: 0.681 -0.500 -1.689
N: 0.272 0.458 -0.606
C: -1.112 1.267 -0.950
C: -1.442 2.096 0.317
N: -2.205 1.424 1.362
H: 0.583 -2.525 -0.223
H: 1.486 -1.823 0.896
H: 2.243 -3.004 0.094
H: 2.420 -1.632 -2.001
H: 2.575 -0.288 -0.640
H: -0.254 -0.986 -1.998
H: 0.934 0.224 -2.548
H: 0.114 0.050 0.242
H: -0.826 1.945 -1.815
H: -1.851 0.615 -1.362
H: -1.816 3.051 -0.227
H: -0.394 2.318 0.715
H: -2.371 2.026 2.104
H: -2.983 1.034 0.992
H: -0.392 -0.282 2.599
H: 0.764 -0.978 3.386
O: 0.161 -0.998 2.550

Q | Molecular formula: C4H16N3O
Method: DFT, the ωB97M-V functional and the def2-TZVPD basis

Calculated values
Total charge = +1
Orbital gap = 0.3879 hartree

CARTESIAN COORDINATES (ANGSTROEM)
N: -1.325 0.438 0.114
C: -0.243 0.862 -0.974
C: 1.091 0.186 -0.722
N: 1.167 0.652 0.758
C: 1.686 -0.464 1.685
C: 1.056 -1.847 1.281
N: -0.468 -1.990 1.689
H: -1.273 1.018 0.958
H: -1.134 -0.446 0.602
H: -2.223 0.620 -0.374
H: -0.336 2.076 -0.984
H: -0.664 0.646 -1.987
H: 1.856 0.315 -1.460
H: 0.923 -0.896 -0.819
H: 1.759 1.478 0.722
H: 2.744 -0.568 1.725
H: 1.418 -0.106 2.703
H: 1.544 -2.584 1.923
H: 1.618 -1.978 0.288
H: -0.937 -2.818 2.121
H: -0.685 -1.445 2.544
H: -2.145 1.155 -3.913
H: -2.444 2.640 -3.790
O: -2.149 1.845 -3.225

Least stable = Q

P | Molecular formula: Cu2IZn
Method: DFT, the ωB97M-V functional and the def2-TZVPD basis

Calculated values
<S²> = 2.039
Total charge = +5
Multiplicity = 3
Orbital gap (spin up / spin down) = 0.2613 / 0.1253 hartree

CARTESIAN COORDINATES (ANGSTROEM)
Cu: 1.340 -1.053 3.184
Cu: 1.732 -0.284 -3.293
Zn: -3.142 1.574 0.073
I: 0.070 -0.238 0.035

Q | Molecular formula: Cu2IZn
Method: DFT, the ωB97M-V functional and the def2-TZVPD basis

Calculated values
<S²> = 2.029
Total charge = +5
Multiplicity = 3
Orbital gap (spin up / spin down) = 0.3326 / 0.1956 hartree

CARTESIAN COORDINATES (ANGSTROEM)
Cu: 0.401 -0.140 -2.948
Cu: 1.021 2.155 1.481
Zn: -1.111 -2.061 1.617
I: -0.310 0.046 -0.150

Least stable = Q

P | Molecular formula: C18H21N4O4STi
Method: DFT, the ωB97M-V functional and the def2-TZVPD basis

Calculated values
<S²> = 2.006
Total charge = +1
Multiplicity = 3
Orbital gap (spin up / spin down) = 0.2652 / 0.3154 hartree

CARTESIAN COORDINATES (ANGSTROEM)
Ti: -0.113 0.109 -0.315
C: -2.993 -0.907 1.299
C: -2.141 -1.072 0.076
C: -1.091 -1.998 0.049
C: -0.270 -2.136 -1.090
C: 0.832 -3.156 -1.145
C: -0.501 -1.274 -2.178
C: -1.556 -0.348 -2.204
C: -1.859 0.460 -3.427
C: -2.350 -0.253 -1.053
H: -2.622 -0.104 1.941
H: -3.012 -1.826 1.881
H: -4.013 -0.650 1.018
H: -0.942 -2.662 0.893
H: 1.819 -2.704 -1.021
H: 0.833 -3.663 -2.110
H: 0.701 -3.910 -0.370
H: 0.143 -1.354 -3.047
H: -1.046 0.389 -4.149
H: -2.028 1.508 -3.178
H: -2.760 0.084 -3.914
H: -3.153 0.476 -1.032
O: 1.194 3.689 4.270
C: 2.030 2.667 4.213
O: 2.987 2.570 4.932
C: 1.756 1.576 3.220
C: 2.567 0.454 3.175
N: 2.110 -0.335 2.191
N: 1.039 0.197 1.582
C: 0.814 1.355 2.193
C: -0.276 2.244 1.644
O: -0.590 3.249 2.265
O: -0.767 1.874 0.518
H: 0.441 3.582 3.634
H: 3.415 0.187 3.780
H: 2.448 -1.238 1.908
C: 1.846 4.002 -0.084
N: 1.370 3.758 -1.438
C: 0.855 4.734 -2.264
C: 0.545 4.151 -3.441
N: 0.873 2.822 -3.311
C: 1.373 2.581 -2.085
S: 1.967 1.068 -1.512
H: 2.615 4.770 -0.117
H: 2.271 3.073 0.288
H: 1.011 4.319 0.536
H: 0.758 5.750 -1.931
H: 0.129 4.554 -4.345
H: 0.812 2.111 -4.019

Q | Molecular formula: C18H21N4O4STi
Method: DFT, the ωB97M-V functional and the def2-TZVPD basis

Calculated values
<S²> = 2.006
Total charge = +1
Multiplicity = 3
Orbital gap (spin up / spin down) = 0.2609 / 0.2994 hartree

CARTESIAN COORDINATES (ANGSTROEM)
Ti: -0.244 -0.455 -0.335
C: 1.531 -3.531 -0.884
C: 0.330 -2.686 -1.196
C: 0.318 -1.794 -2.277
C: -0.828 -1.036 -2.575
C: -0.822 -0.047 -3.708
C: -1.967 -1.164 -1.762
C: -2.007 -2.083 -0.689
C: -3.253 -2.255 0.127
C: -0.846 -2.811 -0.422
H: 2.395 -3.223 -1.471
H: 1.319 -4.576 -1.118
H: 1.792 -3.477 0.173
H: 1.201 -1.688 -2.895
H: -1.401 0.844 -3.464
H: -1.275 -0.498 -4.592
H: 0.191 0.256 -3.971
H: -2.838 -0.553 -1.969
H: -3.944 -2.925 -0.388
H: -3.760 -1.302 0.273
H: -3.028 -2.686 1.101
H: -0.830 -3.475 0.433
O: -0.987 5.027 -1.889
C: 0.091 4.532 -2.468
O: 0.659 5.073 -3.378
C: 0.625 3.232 -1.947
C: 1.798 2.677 -2.419
N: 1.977 1.511 -1.781
N: 1.004 1.273 -0.887
C: 0.176 2.319 -0.982
C: -1.038 2.289 -0.095
O: -1.772 3.258 -0.032
O: -1.183 1.167 0.532
H: -1.329 4.448 -1.163
H: 2.488 3.058 -3.154
H: 2.762 0.884 -1.847
C: 2.293 -1.177 4.583
N: 1.275 -0.203 4.219
C: 0.800 0.807 5.037
C: -0.154 1.464 4.348
N: -0.253 0.842 3.121
C: 0.617 -0.174 3.045
S: 0.875 -1.298 1.771
H: 1.831 -2.119 4.875
H: 2.869 -0.779 5.413
H: 2.948 -1.348 3.733
H: 1.190 0.969 6.026
H: -0.754 2.315 4.611
H: -0.844 1.114 2.336

Least stable = P